Entry from the Open Molecules 2025 dataset: a cluster of 4 separate species, C43H96F4N14O8P5 in total in a non-equilibrium geometry (ωB97M-V/def2-TZVPD).

Geometry as XYZ:
```
170
Properties=species:S:1:pos:R:3:forces:R:3:lowdin_charge:R:1
P -12.7305 3.6330 -3.9374 -6.994 -0.626 1.929 0.77
P -7.2150 0.4256 -0.5608 -5.800 0.274 4.498 0.77
P 2.0274 -2.7912 -0.6838 -0.529 -3.834 -2.978 0.64
P 5.5631 -4.1127 -0.9983 0.881 -1.467 -1.035 0.89
P 11.2372 -1.9630 6.2152 4.760 5.363 -1.285 0.77
F 8.0506 -1.7546 -5.3520 -0.042 0.004 0.090 0.19
F 6.3513 2.6476 -1.7961 -0.281 -0.918 -0.274 0.00
F 7.8767 -0.8077 -3.4342 -0.422 0.106 0.297 0.16
F 6.5615 -0.2333 -5.0542 -0.318 0.074 0.330 0.16
O 6.3439 -2.2965 -4.1643 -0.617 0.902 0.130 0.07
O -6.4661 1.4774 0.2456 2.725 -0.692 -2.922 -0.29
O 4.6110 -5.3375 -0.4495 0.637 0.982 -0.102 -0.28
O -3.1137 -1.2474 1.1372 0.407 0.116 -1.348 -0.20
O 0.9951 -1.8398 -1.5288 -0.068 1.162 1.502 -0.19
O 10.0835 -1.2104 5.5702 -1.989 -3.273 1.068 -0.30
O 1.2352 -3.4607 0.5684 0.151 2.274 -0.216 -0.14
O -12.2409 2.9438 -2.6747 3.508 0.792 -1.727 -0.28
N 6.7037 -4.1094 0.3303 -0.687 0.235 -0.680 -0.14
N -7.5570 -0.6005 0.8137 -0.516 -0.584 0.440 -0.34
N -7.7104 -0.8972 -1.6685 3.157 0.291 -2.051 -0.31
N 7.3620 -1.1660 1.9740 -2.036 0.532 -0.223 0.13
N 2.3146 -3.9913 -1.6607 0.484 0.808 0.003 -0.15
N 12.3460 -3.1790 6.9238 -2.811 -2.448 0.514 -0.31
N -12.9243 4.3573 -5.5651 3.716 0.169 -0.526 -0.31
N -13.4311 4.9941 -3.1608 -0.092 0.093 0.902 -0.33
N 12.3209 -1.7614 4.8563 0.765 0.076 -0.369 -0.34
N -8.5187 1.4275 -1.0408 -0.071 0.784 0.318 -0.33
N 4.2408 0.3226 -0.8173 0.881 0.187 -1.543 -0.09
N 11.5038 -0.8543 7.4976 -0.441 0.824 0.064 -0.33
N -13.8723 2.3760 -4.3572 -0.721 -0.290 -0.385 -0.34
N 4.7031 -2.5821 -1.0663 0.167 0.437 1.135 -0.24
C 2.6390 -0.0532 1.1931 -0.091 1.104 -0.026 -0.11
C 5.0148 -0.6381 1.4471 -0.098 1.132 0.750 -0.15
C 10.5329 -0.9760 8.5762 -0.358 -0.313 -0.210 -0.14
C -8.5811 -1.9898 -1.2809 -0.193 -0.151 0.774 -0.14
C 1.2334 0.5273 0.9579 -1.991 0.029 0.726 -0.18
C 5.4772 -0.1721 -1.5422 1.360 -1.129 -0.179 -0.06
C 5.4416 -1.6798 -1.9407 0.713 0.505 -0.419 -0.30
C 1.7032 1.8257 -3.3776 0.675 -1.243 0.575 -0.06
C -0.0371 -0.3201 0.6681 -0.819 0.813 -0.075 -0.22
C -8.1822 2.3363 -2.1256 0.530 0.001 -0.006 -0.14
C -14.6999 5.6292 -3.4274 -0.143 0.049 -0.730 -0.14
C -15.1752 2.3133 -3.7079 -0.098 0.349 0.115 -0.13
C 3.2582 0.3380 -1.9566 -1.227 1.453 -1.818 -0.11
C -6.3626 -0.8739 1.6117 0.187 0.083 -0.334 -0.15
C 7.1648 -1.2846 -4.4767 1.271 -0.482 -1.205 -0.72
C 7.0359 -0.7692 3.1825 3.337 0.081 3.423 -0.15
C -14.0817 4.1397 -6.4113 -0.555 -0.592 0.166 -0.14
C 11.7571 -4.5306 6.8504 -0.188 0.059 0.228 -0.15
C 6.2977 -1.0794 1.1677 0.509 -0.742 -1.974 -0.14
C 4.8022 -0.3027 2.8137 -0.337 0.442 0.145 -0.02
C 2.0382 1.2839 -1.9471 -1.452 -0.161 -0.215 -0.21
C -1.2752 0.3091 1.3900 0.902 1.009 -0.959 -0.16
C 11.7039 -2.1462 3.5865 -0.237 -0.201 0.190 -0.15
C -13.2694 1.0428 -4.3358 0.330 0.150 -0.032 -0.15
C -12.4507 5.9832 -2.7365 0.453 -0.262 -0.064 -0.14
C 13.0455 -0.5119 4.6669 0.049 0.162 0.333 -0.13
C 4.1748 -3.6146 2.0997 -0.490 0.012 -1.714 0.18
C 3.8910 -2.9079 1.1578 0.259 -0.370 0.376 -0.15
C 3.8485 -0.5707 0.3593 0.489 -1.657 0.926 -0.18
C 12.7577 -0.3508 8.0075 0.529 -0.535 0.043 -0.13
C -2.6154 0.0100 0.6925 0.255 0.497 1.688 -0.22
C -9.9313 1.1181 -1.0704 -0.206 -0.681 -0.171 -0.13
C 4.9980 2.7085 -1.4777 -0.154 2.160 0.886 -0.32
C 4.8205 4.1339 -0.8494 -0.067 -0.494 0.666 0.00
C 3.7376 -2.1233 -0.1225 -0.941 0.579 2.163 -0.37
C -6.5417 -1.4535 -2.3725 -0.021 0.246 -0.158 -0.15
C -2.7268 -2.3127 0.2692 -0.427 -0.424 0.607 -0.10
C 5.8404 -0.3506 3.7316 -0.826 -0.309 -1.924 -0.02
C -11.7056 4.1613 -6.3733 0.138 0.206 0.153 -0.15
C 4.5969 1.7137 -0.3838 -0.314 1.152 0.158 -0.06
C 13.7567 -3.2697 6.5984 0.330 0.413 -0.653 -0.14
C -8.6648 -0.2965 1.7106 -0.282 0.194 -0.208 -0.13
C 5.1544 -1.8939 -3.4810 -0.827 -0.933 1.431 -0.10
H -2.1361 -1.9921 -0.6003 -0.191 0.073 0.202 0.08
H -7.1789 2.7487 -1.9883 -0.005 -0.076 0.053 0.07
H 4.4846 -2.7641 -3.5150 0.234 0.247 -0.259 0.13
H 14.2786 -2.3293 6.7620 -0.137 0.106 -0.122 0.07
H 10.7244 -4.5119 7.2151 0.027 0.022 -0.040 0.07
H 2.4661 -0.8160 1.9658 0.422 0.197 -0.219 0.14
H 11.0978 -3.0479 3.7089 -0.024 0.042 -0.026 0.07
H -11.7167 4.7909 -7.2650 -0.105 -0.025 0.015 0.08
H 10.7771 -1.8137 9.2462 0.010 0.074 0.121 0.08
H -13.8590 0.3540 -4.9458 -0.091 0.117 -0.012 0.08
H -15.6667 1.3627 -3.9246 0.242 -0.091 -0.018 0.08
H 0.0070 -1.3648 0.9906 0.404 0.151 -0.390 0.09
H -14.6762 6.2684 -4.3235 -0.061 0.016 -0.013 0.08
H -6.8467 -2.0845 -3.2099 -0.068 -0.024 0.073 0.08
H 11.7451 -4.9121 5.8216 0.065 -0.153 0.037 0.08
H 5.7246 -0.0790 4.7745 0.112 -0.109 -0.210 0.12
H -15.5125 4.9147 -3.5276 0.106 -0.076 -0.121 0.05
H 12.4761 -2.3733 2.8474 0.091 0.045 0.107 0.08
H 1.1519 0.6928 -1.6761 0.287 0.402 0.382 0.08
H -14.1545 3.1144 -6.7862 -0.037 0.000 0.042 0.08
H 13.8871 -0.4312 5.3561 -0.084 0.033 0.088 0.05
H 0.8730 2.5356 -3.3497 0.272 -0.078 -0.006 0.09
H -13.1973 0.6383 -3.3206 0.096 -0.023 0.000 0.08
H 2.0888 2.1563 -1.2894 0.366 -0.408 0.110 0.10
H 1.3938 0.9391 -3.9547 0.073 0.518 -0.240 0.08
H -10.8198 4.4438 -5.7940 -0.036 -0.039 0.006 0.07
H 1.1155 1.4700 0.4048 0.599 -0.486 -0.217 0.10
H 3.8450 0.0170 3.2110 0.149 -0.117 -0.239 0.11
H -8.6016 -0.9023 2.6170 0.265 0.005 -0.046 0.08
H -5.9319 -0.6435 -2.7886 -0.012 -0.012 0.049 0.07
H -8.8675 3.1857 -2.1526 -0.122 -0.132 0.061 0.08
H -15.1091 2.4241 -2.6186 -0.084 -0.021 0.035 0.09
H -11.5627 5.4963 -2.3257 -0.048 -0.059 -0.041 0.07
H 4.6483 -1.0332 -3.9330 0.418 -0.185 -0.219 0.12
H -12.1330 6.6216 -3.5748 -0.038 0.125 0.055 0.08
H -14.9817 6.2630 -2.5831 0.241 -0.009 0.059 0.09
H -1.1213 1.4063 1.3037 -0.183 -0.297 0.094 0.12
H -15.8544 3.0694 -4.1044 0.060 0.085 0.072 0.05
H -8.1193 -2.6745 -0.5628 -0.031 0.032 0.035 0.08
H -6.5015 -1.7806 2.2066 -0.151 0.004 -0.059 0.09
H 6.5202 -1.4449 0.1680 -0.093 0.085 0.352 0.08
H -6.1217 -0.0464 2.2877 0.111 0.004 -0.015 0.08
H 0.9444 0.9026 1.9646 0.838 -0.226 -0.114 0.12
H -11.5874 3.1146 -6.6818 0.036 0.034 -0.163 0.08
H 2.9981 -0.6662 -2.3112 0.023 0.013 0.942 0.12
H 12.3040 -5.2350 7.4795 0.076 0.070 -0.034 0.08
H 12.5806 0.5454 8.6071 -0.235 -0.084 0.015 0.09
H 4.3138 -5.7689 -1.2643 -0.486 0.007 0.256 0.04
H 3.0885 0.8467 1.6433 -0.039 -0.658 0.344 0.10
H -3.3229 0.7852 1.0268 -0.044 -0.398 -0.221 0.12
H -2.5071 0.0938 -0.4000 -0.127 -0.229 0.201 0.12
H -8.8371 -2.5657 -2.1758 0.180 0.243 -0.184 0.09
H 0.3076 -3.4994 0.2773 0.006 -0.329 0.229 0.07
H 1.8652 -3.8616 -2.5603 0.103 -0.322 -0.020 -0.01
H -10.5169 2.0363 -1.1340 0.213 0.089 -0.172 0.06
H 12.4023 0.3698 4.7791 0.049 0.074 -0.026 0.09
H 6.9598 -5.0947 0.4168 -0.091 0.108 0.225 0.04
H 4.4135 -4.5152 2.6315 -0.076 0.494 0.417 0.07
H -10.2100 0.4956 -1.9343 -0.072 0.001 0.002 0.08
H 7.5363 -3.6574 -0.0501 0.009 0.002 0.321 0.03
H 6.5020 -1.9788 -1.8546 -0.289 0.177 -0.129 0.11
H 5.4071 1.7263 0.3593 -0.162 -0.581 -0.281 0.17
H 11.0562 -1.3587 3.1860 -0.082 -0.055 -0.019 0.07
H -5.4981 -1.0406 0.9667 0.025 0.035 0.082 0.05
H 7.8878 -0.7734 3.8999 -0.421 -0.127 -0.515 0.11
H 14.2232 -3.9929 7.2738 -0.325 -0.026 0.161 0.09
H 3.9320 4.6495 -1.2291 0.296 -0.055 -0.037 0.09
H -15.0125 4.3968 -5.9104 0.045 -0.129 0.165 0.06
H -1.2724 0.1011 2.4683 -0.278 -0.201 -0.306 0.13
H -12.8507 6.6190 -1.9444 -0.135 -0.043 -0.071 0.08
H 3.7476 2.1899 0.1201 -0.033 -0.567 -0.221 0.13
H -9.6234 -0.5676 1.2659 0.005 0.120 -0.072 0.05
H 2.6076 2.2523 -3.8343 -0.415 0.125 -0.093 0.07
H -8.2121 1.8277 -3.1021 -0.106 0.080 -0.066 0.08
H 5.7338 4.7219 -0.9910 -0.361 -0.108 -0.361 0.10
H 4.3762 2.7184 -2.3787 0.436 -0.593 -0.055 0.13
H -0.2806 -0.1940 -0.3954 0.163 -0.756 0.231 0.08
H 1.1751 -1.8286 -2.4742 0.122 -0.402 0.078 0.08
H -5.9051 -2.0443 -1.6990 0.023 -0.141 -0.101 0.07
H -10.2737 0.6305 -0.1610 0.180 -0.140 -0.026 0.05
H -2.1356 -3.0350 0.8578 -0.141 0.060 -0.248 0.08
H -14.0118 4.8078 -7.2750 0.296 0.132 0.153 0.09
H 6.3830 0.1131 -0.9951 -0.567 -0.377 0.382 0.14
H 13.2783 -1.0770 8.6500 0.058 0.024 0.009 0.08
H 13.9416 -3.6019 5.5727 0.009 0.051 -0.003 0.08
H -12.2612 1.0677 -4.7585 -0.004 -0.024 0.049 0.07
H 10.4835 -0.0590 9.1663 0.153 0.010 -0.054 0.08
H 4.7060 4.0525 0.2449 0.007 0.088 -0.315 0.08
H 3.7326 0.7258 -2.8737 0.807 -0.204 0.788 0.11
H -9.5258 -1.6379 -0.8728 0.103 0.129 0.143 0.07
H -8.6909 0.7594 2.0056 -0.066 0.009 0.065 0.09
H -3.6515 -2.8081 -0.0686 0.411 -0.009 -0.054 0.09
H 13.4333 -0.0333 7.2181 -0.029 -0.163 -0.062 0.05
H 5.6696 0.3382 -2.4915 -0.776 0.423 0.360 0.12
H 9.5296 -1.1433 8.1766 0.059 -0.020 -0.064 0.07
H 13.4999 -0.4782 3.6746 -0.197 -0.152 -0.067 0.08
```
Positions in Å, forces in eV/Å.

HOMO level ... -9.10 eV
E_tot ... -5170.10274 Eh
Total charge ... +1